Record 1
19
Properties=species:S:1:pos:R:3:forces:R:3:lowdin_charge:R:1 method="wB97M-V/def2-TZVPD" mol_weight_g_mol=113.2 energy_ha=-365.19471 homo_energy_ev=-8.24 charge=0 spin_multiplicity=1 homo_lumo_gap_ha=0.3313 smiles=CCc1cc[nH]c1.O e_above_lowest_kcal_mol=23.1
C 2.544670 -0.691474 0.665667 0.33 0.45 -0.01 -0.1008
C 1.295615 -0.766134 -0.227768 0.36 -0.93 -0.45 -0.2156
C 0.393084 0.423104 -0.210162 -0.06 -0.72 0.01 -0.2695
C -0.198815 0.841630 0.947243 -0.14 0.79 0.15 -0.0922
N -0.991009 1.932577 0.663824 0.07 -0.05 0.52 0.0105
C -0.938978 2.171287 -0.666588 0.61 0.43 -1.19 -0.1528
C -0.099220 1.250933 -1.255871 -0.63 0.07 0.36 -0.0523
H 2.608536 0.281186 1.160241 -0.04 -0.12 0.07 0.0684
H 2.520749 -1.467038 1.422881 0.03 -0.04 0.23 0.0612
H 3.489074 -0.813690 0.121711 -0.28 -0.02 -0.07 0.0667
H 1.593816 -1.059016 -1.231260 0.04 0.46 -0.33 0.1020
H 0.749747 -1.658721 0.074692 -0.35 0.05 0.21 0.1012
H -0.092112 0.500106 1.960815 0.02 -0.11 0.05 0.1204
H -1.430202 2.497380 1.373938 0.00 -0.04 -0.31 0.1469
H -1.282446 3.048657 -1.204064 -0.56 -0.14 0.63 0.1093
H -0.040995 1.173947 -2.332068 0.57 -0.12 0.12 0.0985
H -3.847548 -2.855295 0.144882 0.04 0.17 0.09 0.0283
H -2.899182 -1.984786 -0.718867 -0.16 -0.15 0.17 0.0304
O -3.374778 -2.824646 -0.689248 0.14 0.01 -0.26 -0.0605


Record 2
19
Properties=species:S:1:pos:R:3:forces:R:3:lowdin_charge:R:1 method="wB97M-V/def2-TZVPD" mol_weight_g_mol=113.2 energy_ha=-365.07914 homo_energy_ev=-7.66 charge=0 spin_multiplicity=1 homo_lumo_gap_ha=0.3114 e_above_lowest_kcal_mol=95.6
C 0.099967 -0.842393 -0.009597 -6.15 0.12 -0.37 -0.3227
C -2.469441 0.552092 0.721540 0.36 -0.01 0.23 -0.0439
C 2.460795 -0.187772 -0.687968 -2.48 1.72 0.20 -0.0141
C -1.791567 -0.378066 -0.262476 0.86 -2.40 0.09 -0.2971
C 0.643144 0.369480 -0.479413 6.88 -0.40 -0.84 -0.2167
N 0.287779 -1.241620 1.327777 0.24 0.13 0.47 0.0609
C 0.466152 1.636957 -0.798308 -0.53 -0.48 -0.05 0.0439
O -2.429187 -1.015082 -1.073246 0.95 0.85 0.53 0.0376
H 0.165562 -1.661550 -0.725236 -0.02 0.21 -0.19 0.1304
H 0.143134 -2.235120 1.464951 0.19 0.27 -0.01 0.0920
H 1.145219 -0.915629 1.756675 -0.08 -0.08 -0.07 0.0853
H -2.377727 1.583482 0.373020 -0.06 -0.04 0.08 0.0680
H -3.524510 0.285303 0.840767 0.18 0.05 -0.28 0.0817
H -1.986286 0.469694 1.697320 0.12 0.11 -0.09 0.0708
H 2.774815 0.239449 -1.640195 0.07 0.02 0.15 0.0344
H 2.991851 0.262151 0.151125 0.10 -0.03 -0.16 0.0337
H 2.606168 -1.267941 -0.700263 -0.43 0.07 0.09 0.0375
H -0.504131 2.116268 -0.790131 -0.10 0.02 0.14 0.0514
H 1.298262 2.230296 -1.166342 -0.12 -0.13 0.09 0.0668


Record 3
19
Properties=species:S:1:pos:R:3:forces:R:3:lowdin_charge:R:1 method="wB97M-V/def2-TZVPD" mol_weight_g_mol=113.2 energy_ha=-365.02891 homo_energy_ev="-6.27 / -6.25" charge=0 spin_multiplicity=1 homo_lumo_gap_ha="0.2517 / 0.2506" e_above_lowest_kcal_mol=127.1
C 0.430044 -1.553873 -1.156000 1.32 0.66 0.41 -0.0643
C -0.059269 -0.794337 0.059317 -2.17 -0.53 -0.78 -0.4564
C -0.904966 0.470621 -0.300851 -1.54 -1.11 -0.55 -0.1690
C -0.581337 -1.452822 1.177604 0.27 0.41 0.15 -0.0255
C -1.548302 0.652077 -1.469514 0.62 -0.41 0.68 0.0406
H -1.395426 0.879495 0.582542 0.34 0.24 -0.04 0.0891
H 0.858755 -0.880461 -1.900826 0.11 0.07 -0.12 0.0750
H -0.385329 -2.102074 -1.624625 -0.05 0.00 0.27 0.0889
H 1.214431 -2.233703 -0.827964 -0.11 -0.24 -0.11 0.0860
H -1.646318 -1.502160 1.348576 -0.13 0.91 0.32 0.0340
H 0.067540 -1.704411 2.001578 0.18 -1.02 -0.33 0.0357
H -2.481326 1.195042 -1.523475 0.17 0.45 -0.01 0.0562
H -1.226621 0.174925 -2.384085 0.04 -0.15 -0.05 0.0543
N 1.116772 1.912844 1.532585 -0.45 -0.24 -0.54 0.1501
C 1.420279 1.109725 0.488940 2.53 -1.92 1.97 -0.3097
O 1.555195 -0.154506 0.712324 -0.39 2.79 -1.06 -0.0512
H 0.502038 1.485425 2.216879 0.20 0.16 0.20 0.1156
H 1.104930 2.910424 1.400751 -0.30 -0.03 0.00 0.1047
H 1.958911 1.587771 -0.333755 -0.66 -0.04 -0.40 0.1459


Record 4
19
Properties=species:S:1:pos:R:3:forces:R:3:lowdin_charge:R:1 method="wB97M-V/def2-TZVPD" mol_weight_g_mol=113.2 energy_ha=-365.20257 homo_energy_ev=-8.33 charge=0 spin_multiplicity=1 homo_lumo_gap_ha=0.3393 smiles=Cc1c[nH]cc1C.O e_above_lowest_kcal_mol=18.1
C 1.334029 -1.528971 -0.402999 0.04 0.76 0.81 -0.0352
C 0.586360 -0.231292 -0.456198 -0.48 0.33 -0.84 -0.2784
C 1.005167 0.935328 -1.061151 -0.72 0.39 -0.65 -0.0873
N -0.093042 1.754105 -1.217383 -0.66 0.04 0.46 0.0097
C -1.200319 1.161160 -0.669587 0.55 -0.59 0.23 -0.0836
C -0.816331 -0.067693 -0.193197 0.40 0.13 0.36 -0.2744
C -1.721870 -0.975301 0.567834 -0.98 -0.95 -1.44 -0.0531
H 1.756858 -1.737499 -1.384756 -0.32 -0.55 0.06 0.0819
H 0.663385 -2.273796 0.031944 0.27 -0.32 -0.61 0.0692
H 2.171413 -1.450794 0.281375 0.32 -0.04 0.18 0.0719
H 1.879653 1.232599 -1.612475 0.41 -0.27 0.32 0.1181
H -0.114963 2.720101 -1.484929 0.40 0.02 -0.21 0.1422
H -2.183520 1.598302 -0.624062 0.14 0.32 -0.07 0.1208
H -2.435234 -1.450696 -0.143855 0.27 0.24 0.28 0.0872
H -1.263788 -1.848086 1.036647 0.24 0.47 0.34 0.0683
H -2.354501 -0.404453 1.230238 0.06 -0.03 0.60 0.0726
H 1.010512 0.184453 2.380540 0.06 -0.84 0.29 0.0159
H 0.774191 1.252427 1.396437 0.02 0.19 -0.07 -0.0006
O 1.001998 1.130106 2.325583 -0.03 0.70 -0.05 -0.0452


Record 5
19
Properties=species:S:1:pos:R:3:forces:R:3:lowdin_charge:R:1 method="wB97M-V/def2-TZVPD" mol_weight_g_mol=113.2 energy_ha=-364.95163 homo_energy_ev="-6.44 / -5.96" charge=0 spin_multiplicity=1 homo_lumo_gap_ha="0.2677 / 0.2391" e_above_lowest_kcal_mol=175.6
C 0.886838 -0.403055 0.267259 -0.57 0.51 -0.50 -0.4074
C 0.193602 0.669851 -0.128010 0.37 -0.54 0.06 -0.1074
C 0.862381 -0.181049 -1.201948 -0.09 0.04 0.24 -0.0501
C -2.924533 -0.517392 -0.625453 0.05 0.09 -0.04 -0.0716
C 2.133901 1.691749 0.370080 0.41 0.45 0.10 -0.0294
C -1.689667 -0.671500 0.257076 -0.55 -0.54 0.56 -0.2840
N 1.166172 -1.233961 1.245414 0.15 -0.28 0.32 0.1926
O -1.779552 -1.080329 1.392282 0.16 0.32 -0.61 -0.0002
H -0.413202 1.520138 0.113985 0.01 -0.01 -0.03 0.1165
H 0.578162 -1.190726 2.068443 0.08 -0.01 -0.10 0.1154
H 1.602415 -2.116230 1.033145 -0.06 0.09 0.01 0.1199
H 1.754373 0.185812 -1.697302 0.03 0.01 0.00 0.0840
H 0.237123 -0.842770 -1.794093 -0.01 -0.02 -0.06 0.0857
H -2.834323 -1.203925 -1.471855 0.02 0.04 0.07 0.0690
H -3.848007 -0.727399 -0.074280 0.13 0.02 -0.01 0.0696
H -2.951182 0.493254 -1.040664 0.00 -0.05 0.03 0.0674
H 3.048217 1.108116 0.300866 -0.07 -0.07 -0.02 0.0108
H 2.059703 2.463054 -0.391533 -0.04 -0.03 0.00 0.0102
H 1.917579 2.036363 1.376590 -0.03 -0.03 -0.02 0.0092


Record 6
19
Properties=species:S:1:pos:R:3:forces:R:3:lowdin_charge:R:1 method="wB97M-V/def2-TZVPD" mol_weight_g_mol=113.2 energy_ha=-365.14107 homo_energy_ev=-9.59 charge=0 spin_multiplicity=1 homo_lumo_gap_ha=0.3901 smiles="C=CCC[C@@H](N)C=O" e_above_lowest_kcal_mol=56.7
O 0.970907 3.640705 0.384923 -0.73 -0.35 0.66 0.0519
C 0.729283 2.611222 -0.190353 1.67 0.35 -0.63 -0.2367
C 0.355422 1.224836 0.417577 0.26 1.83 -1.31 -0.3668
C -0.619772 0.641261 -0.603349 0.60 0.10 0.81 -0.1878
C -1.304951 -0.598645 -0.123486 1.12 0.09 1.61 -0.2263
C -0.465661 -3.017677 -0.186581 -0.13 0.71 0.84 0.0153
C -0.403928 -1.732045 0.227105 0.12 -1.82 -0.63 -0.1760
N 1.643889 0.576709 0.468660 0.38 -0.30 -0.70 0.0593
H 1.056086 2.628567 -1.286108 -0.84 -0.72 0.66 0.1435
H -0.111549 1.354697 1.372031 -0.42 0.26 0.76 0.1353
H 0.012575 0.324281 -1.447856 -0.55 0.69 -0.28 0.1330
H -1.463028 1.357009 -0.804060 1.18 -0.28 -0.31 0.1424
H -1.955959 -0.369150 0.723914 -0.01 -0.04 0.07 0.1282
H -1.878684 -0.785653 -0.940092 -2.25 -1.52 -2.10 0.0763
H -1.199415 -3.323279 -0.933508 0.07 -0.07 0.28 0.0538
H 0.132286 -3.812754 0.324310 -0.31 0.89 -0.87 0.0666
H 0.422510 -1.500960 0.865639 -0.04 -0.03 0.74 0.0637
H 2.377413 1.120985 0.873713 0.13 0.53 0.28 0.0771
H 1.702580 -0.340112 0.857520 -0.25 -0.30 0.11 0.0472


Record 7
19
Properties=species:S:1:pos:R:3:forces:R:3:lowdin_charge:R:1 method="wB97M-V/def2-TZVPD" mol_weight_g_mol=113.2 energy_ha=-364.83902 homo_energy_ev=-7.53 charge=0 spin_multiplicity=1 homo_lumo_gap_ha=0.2957 e_above_lowest_kcal_mol=246.3
C -0.869710 1.699046 -0.757121 -1.00 1.57 10.16 -0.0328
C -1.048723 0.176765 -0.172478 2.34 1.11 0.65 -0.2864
C -0.840975 -0.828820 -1.379948 0.25 -0.10 5.22 0.0146
C 0.447320 -0.528576 -0.567877 -4.99 -0.90 -3.30 -0.4858
C 1.399586 0.429897 -0.050999 2.90 -2.79 0.47 -0.1814
C 0.767092 0.609310 1.323202 -1.78 -0.68 1.30 -0.1554
H -1.908290 2.664077 -0.341344 3.48 -3.32 -2.08 0.2000
H 0.338165 2.060185 -0.122945 -4.94 0.11 -1.85 0.1369
H -0.424622 1.444638 -1.584506 1.18 0.23 -5.80 -0.0461
H -1.409690 -1.772992 -1.174608 1.33 0.50 -0.71 0.1272
H -1.080911 -0.313773 -2.198029 -0.90 1.55 -3.38 0.0416
H 0.532463 -2.495175 -0.655313 0.57 3.52 4.18 0.2424
H 2.272594 -0.324742 -0.063940 -0.49 1.69 0.77 0.1530
H 1.760152 1.302456 -0.505550 0.12 0.89 -0.99 0.0866
H 1.363564 0.203446 2.083575 0.49 -1.90 1.10 0.0870
H 0.828612 1.580466 1.713240 -0.61 1.94 -0.18 0.0783
H -0.787636 -0.839401 1.717208 0.04 -0.98 -0.17 0.0572
N -0.793792 0.082499 1.348856 1.91 2.94 -2.46 0.0516
O 0.618075 -1.679051 0.165192 0.11 -5.39 -2.92 -0.0884


Record 8
19
Properties=species:S:1:pos:R:3:forces:R:3:lowdin_charge:R:1 method="wB97M-V/def2-TZVPD" mol_weight_g_mol=113.2 energy_ha=-365.02206 homo_energy_ev=-8.84 charge=0 spin_multiplicity=1 homo_lumo_gap_ha=0.3512 e_above_lowest_kcal_mol=131.4
C 2.241669 -0.618541 -0.027681 4.14 -3.30 2.87 -0.1366
C -0.024769 -1.264367 0.100516 0.13 1.27 1.77 -0.2048
C -1.452859 -0.721611 -0.376362 2.69 -5.31 0.42 -0.2529
C -1.802098 0.539434 0.369454 -0.18 0.14 -2.82 -0.2555
C -0.813098 1.643767 -0.149293 -1.59 2.20 -1.77 -0.1345
C 0.617279 1.143110 0.012920 2.65 1.22 -0.74 -0.4417
H 2.733038 -0.096237 0.794838 0.36 0.17 0.08 0.0881
H 2.813260 -0.387003 -0.901122 0.57 -0.48 -0.72 0.0866
H 2.260325 -1.791652 0.381315 0.28 2.95 -1.65 0.1507
H 0.282696 -2.217573 -0.500746 -0.54 1.54 1.69 0.1319
H 0.123475 -1.277527 1.571474 -1.14 -1.17 -4.04 0.2155
H -1.368634 -0.659777 -1.604298 -0.64 -0.04 3.26 0.1702
H -1.953083 -1.781665 0.027068 -0.13 3.08 -1.50 0.1499
H -1.383228 0.572212 1.401709 -1.81 -0.85 -0.09 0.1162
H -2.904061 0.519539 0.000876 1.41 1.60 1.90 0.1379
H -1.191301 2.773326 0.466488 2.02 -3.51 -2.12 0.2014
H -0.668178 1.856207 -1.435520 -1.32 -0.44 3.71 0.1934
N 0.967517 -0.234474 -0.106901 -5.70 2.76 -0.78 -0.2258
O 1.522058 2.002838 -0.024727 -1.19 -1.81 0.53 0.0100


Record 9
20
Properties=species:S:1:pos:R:3:forces:R:3:lowdin_charge:R:1 method="wB97M-V/def2-TZVPD" mol_weight_g_mol=129.2 energy_ha=-440.31182 homo_energy_ev=-8.24 charge=0 spin_multiplicity=1 homo_lumo_gap_ha=0.2772 e_above_lowest_kcal_mol=110.1
C -0.509072 1.217924 0.125239 0.12 -0.57 -0.15 0.1107
C -2.523183 -0.905670 -0.133098 -0.02 0.14 0.05 -0.0927
C 0.433370 2.125623 -0.528102 -0.26 -0.11 -0.65 -0.0178
C -0.181550 -0.144132 0.568166 0.16 0.82 1.45 -0.6151
C 1.168387 -0.716054 0.141819 -0.16 -0.12 -0.30 -0.3457
N 2.112334 -0.497586 1.140425 -0.06 -0.05 0.06 0.1046
C 1.410203 -1.253105 -1.058246 -0.03 0.05 0.26 0.0464
O -1.239547 -0.518444 -0.610529 0.29 0.65 0.13 -0.1378
O -0.511711 -0.273356 1.806481 -0.04 -0.70 -0.81 -0.0607
H -1.427239 1.592039 0.569031 0.01 -0.13 -0.06 0.1485
H 1.699455 -0.523029 2.065569 -0.05 -0.02 -0.08 0.0873
H 2.955889 -1.046432 1.065222 -0.06 0.02 -0.04 0.0921
H -3.291893 -0.257836 -0.562554 0.06 -0.06 0.01 0.0844
H -2.705285 -1.936401 -0.448268 0.06 0.08 -0.01 0.0919
H -2.559724 -0.863769 0.958821 0.09 0.04 0.00 0.0838
H 1.235988 2.314725 0.199883 -0.16 -0.08 0.11 0.1240
H 0.936579 1.607725 -1.350046 -0.02 0.03 0.02 0.1032
H -0.009357 3.062669 -0.855677 0.06 0.01 0.01 0.0855
H 2.376044 -1.682616 -1.294141 0.04 0.09 -0.02 0.0546
H 0.630312 -1.302275 -1.799993 -0.03 -0.07 0.03 0.0528


Record 10
20
Properties=species:S:1:pos:R:3:forces:R:3:lowdin_charge:R:1 method="wB97M-V/def2-TZVPD" mol_weight_g_mol=129.2 energy_ha=-440.29380 homo_energy_ev="-9.14 / -9.14" charge=0 spin_multiplicity=1 homo_lumo_gap_ha="0.3111 / 0.3111" smiles="C=[N+]([O-])C(=O)C(C)(C)C" e_above_lowest_kcal_mol=121.4
C -3.030295 -0.160654 -0.308250 -0.85 0.67 -0.30 0.1214
C -0.764006 -0.610055 -0.022481 -2.20 -8.59 1.70 -0.1559
C 0.863739 0.977709 -1.078536 -1.15 -2.55 0.85 -0.0070
C 1.675979 -1.236841 -0.201782 -2.62 0.25 0.49 -0.0235
C 0.906005 0.520512 1.492003 -1.32 -2.50 -0.90 0.0059
C 0.645772 -0.116900 0.063223 0.73 0.85 -0.25 -0.4282
N -1.859778 0.331747 -0.035595 -0.47 -3.87 -0.89 -0.3168
O -1.189590 -1.909210 0.121607 3.44 7.53 -1.12 -0.0062
O -1.583415 1.457014 0.297460 0.46 3.98 1.09 -0.0231
H -3.758636 0.649970 -0.196358 -0.27 -0.81 -0.29 0.1078
H -3.175493 -1.218348 -0.601686 0.21 1.19 0.41 0.1076
H 1.774282 1.394550 -0.881246 2.59 1.08 0.18 0.0593
H 0.164542 1.729741 -1.135608 -1.71 1.77 0.80 0.0464
H 0.789253 0.611017 -2.072736 0.57 -1.11 -0.87 0.0841
H 1.222935 -1.819564 -0.957746 0.15 -0.99 -1.03 0.0751
H 2.002264 -1.858019 0.597816 -0.32 -0.39 0.97 0.0843
H 2.486855 -0.711700 -0.527846 2.47 1.02 -1.21 0.0504
H 0.838138 1.533073 1.399036 -0.80 2.79 0.04 0.0430
H 1.866104 0.351547 1.926688 0.79 -0.82 -0.10 0.0779
H 0.125347 0.084417 2.122045 0.32 0.51 0.44 0.0976